1.
17
Properties=species:S:1:pos:R:3:forces:R:3:nbo_charge:R:1 method="wB97M-V/def2-TZVPD" e_homo_ev=-8.87 smiles="O[C@@H]1[C@@H]2C=CCN[C@@H]12" lumo_energy_ev=0.77 homo_lumo_gap_ev=9.64 spin_multiplicity=1 relative_energy_kj_mol=554.9 molar_mass_g_mol=111.1
C -1.658 -0.074 0.359 -1.10 -2.85 4.35 0.136
C -0.381 -0.695 -0.114 2.08 -1.74 -1.08 -0.110
C 1.988 -0.687 -0.327 0.23 0.96 2.83 -0.264
C 1.797 0.947 -0.152 4.42 -0.28 -1.82 -0.191
C 0.623 1.545 -0.026 1.13 4.25 -0.81 -0.198
C -0.387 0.651 0.409 -0.74 0.77 0.54 -0.365
H -2.451 0.627 -1.035 -1.03 0.25 -1.11 0.468
H -1.985 -0.367 1.420 0.54 0.50 -1.55 0.189
H -0.336 -0.789 -1.213 -0.49 0.54 0.22 0.168
H 0.898 -2.424 0.066 -0.62 2.81 1.31 0.347
H 2.049 -1.145 -1.341 -0.06 1.11 0.31 0.193
H 3.013 -0.926 0.210 -2.19 0.27 -0.93 0.210
H 2.886 1.583 -0.159 -3.36 -1.82 -0.20 0.214
H 0.489 2.708 0.126 0.60 -2.39 -0.39 0.220
H -0.007 0.636 1.412 -1.04 -0.73 1.13 0.253
N 0.811 -1.374 0.446 1.14 -2.80 -1.90 -0.613
O -2.766 -0.052 -0.438 0.48 1.14 -0.90 -0.659

2.
24
Properties=species:S:1:pos:R:3:forces:R:3:mulliken_spin:R:1 method="wB97M-V/def2-TZVPD" e_homo_ev="-6.41 / -8.26" lumo_energy_ev="-0.33 / -1.95" homo_lumo_gap_ev="6.08 / 6.31" spin_multiplicity=3 molar_mass_g_mol=286.1
C 3.238 -0.992 -0.284 -0.26 0.28 0.83 -0.070
C -2.523 -0.443 0.161 -0.31 -2.32 -0.89 -0.090
C -1.776 -1.185 1.083 -0.21 0.01 1.24 0.283
C -1.689 0.535 -0.438 -0.44 -0.32 1.26 0.255
C -0.465 0.613 0.373 -1.10 -2.86 0.71 -0.112
C -2.234 0.953 -1.719 -1.12 -0.37 -1.58 -0.046
C 0.664 1.343 0.215 -2.79 0.73 -2.60 0.485
C -1.806 1.232 -2.966 0.98 0.13 1.03 0.143
C 0.370 -1.069 2.260 -4.17 -1.06 1.32 0.006
C 3.697 0.177 0.254 1.73 0.24 -3.29 0.683
N 2.806 -1.989 -0.662 -0.42 -1.07 -0.58 0.314
N -0.620 -0.520 1.325 0.67 0.89 -1.15 0.065
I 5.035 1.189 -1.031 -0.62 -0.20 0.76 0.062
H -3.412 -0.867 -0.397 1.03 0.76 1.14 0.003
H -1.886 -2.128 1.732 -0.54 1.63 -1.49 0.021
H -3.313 0.675 -1.819 0.78 0.41 0.77 0.004
H 1.522 1.122 0.773 1.08 0.43 0.25 -0.013
H -0.763 1.429 -3.205 -0.16 0.02 -0.10 0.006
H 0.428 1.930 -0.748 1.77 -0.26 1.78 0.004
H -2.532 1.170 -3.765 0.15 0.28 -0.07 0.001
H 0.057 -2.160 2.523 1.02 1.79 -0.92 0.003
H 1.306 -0.926 1.901 2.95 -0.16 -1.12 -0.002
H 0.264 -0.556 3.204 0.20 0.35 0.42 -0.006
H 3.632 0.465 1.230 -0.21 0.66 2.28 0.003

3.
12
Properties=species:S:1:pos:R:3:forces:R:3:nbo_charge:R:1 method="wB97M-V/def2-TZVPD" e_homo_ev=-8.84 lumo_energy_ev=-0.22 homo_lumo_gap_ev=8.62 spin_multiplicity=1 relative_energy_kj_mol=372.7 molar_mass_g_mol=99.1
O 1.503 -2.003 -0.834 -0.58 0.41 0.38 -0.521
C 0.787 -1.210 -0.293 0.58 -0.31 -0.25 0.801
C 0.841 0.300 -0.494 0.28 -0.31 0.01 -0.582
C -0.561 0.780 -0.393 -0.18 4.68 -1.05 -0.142
N -1.236 0.431 0.744 -0.46 -0.66 0.51 -0.464
C -0.988 -0.719 1.215 -0.13 0.37 -0.32 0.362
O -0.134 -1.648 0.643 0.16 0.25 -0.11 -0.505
H 1.453 0.694 0.332 -0.02 -0.12 -0.15 0.238
H 1.340 0.521 -1.439 -0.13 -0.09 0.15 0.259
H -1.016 1.553 -1.116 -0.31 -2.26 -0.11 0.267
H -0.491 2.423 -0.450 0.62 -2.05 1.07 0.094
H -1.497 -1.124 2.085 0.17 0.08 -0.13 0.193

4.
154
Properties=species:S:1:pos:R:3:forces:R:3:mulliken_spin:R:1 method="wB97M-V/def2-TZVPD" total_charge=+1 e_homo_ev="-10.72 / -10.72" lumo_energy_ev="-2.32 / -7.98" homo_lumo_gap_ev="8.40 / 2.75" spin_multiplicity=2 molar_mass_g_mol=813.2
O -2.479 9.190 23.783 -0.13 0.32 0.10 0.055
H -2.236 8.778 22.954 0.13 0.03 -0.29 -0.003
H -2.484 8.472 24.416 -0.02 -0.14 0.38 -0.004
O -3.473 6.420 16.908 0.31 0.04 0.80 -0.001
H -4.090 6.570 16.192 -0.32 0.71 -0.69 0.001
H -2.883 5.743 16.578 0.18 -0.32 0.04 0.000
O -3.762 4.533 21.661 0.62 0.16 0.31 0.005
H -4.627 4.538 22.071 -0.32 -0.14 0.13 0.000
H -3.815 5.205 20.981 -0.26 0.05 -0.51 -0.005
C -7.659 17.230 23.376 -1.32 -0.50 -0.44 0.000
C -8.943 16.349 23.547 1.66 0.75 -0.23 0.000
C -8.829 14.947 22.951 -1.40 0.35 -0.90 0.000
O -8.972 14.968 21.510 0.26 -0.74 0.70 0.000
C -8.825 13.639 20.957 0.45 1.57 0.44 0.000
N -9.173 16.316 24.973 -0.26 -0.40 0.28 0.000
H -7.440 17.328 22.313 0.21 0.17 0.09 0.000
H -6.811 16.791 23.901 0.02 -0.17 -0.05 0.000
H -7.874 18.196 23.835 0.14 0.06 -0.20 0.000
H -9.808 16.836 23.097 0.10 0.07 -0.26 0.000
H -9.722 14.450 23.332 -0.08 -0.55 0.19 0.000
H -7.959 14.379 23.280 0.37 0.11 -0.07 0.000
H -8.765 13.810 19.882 0.08 -0.29 0.02 0.000
H -9.632 12.946 21.193 -0.26 0.15 0.17 0.000
H -7.893 13.260 21.375 0.14 -0.49 -0.36 0.000
H -9.914 15.659 25.167 -0.25 -0.06 0.31 0.000
H -8.342 15.946 25.412 0.14 -0.04 0.32 0.000
C -5.151 2.269 16.596 -1.24 0.35 -0.17 0.000
C -5.136 3.549 17.482 -0.97 -1.46 -1.20 0.001
C -6.349 3.780 18.444 0.58 -0.92 -0.72 0.000
O -6.022 4.887 19.312 -0.14 -0.39 -0.86 0.000
C -7.111 5.488 20.003 0.79 -1.13 0.17 0.001
N -3.929 3.500 18.211 1.20 1.30 0.71 0.000
H -5.999 2.318 15.913 -0.27 -0.23 0.06 0.000
H -5.202 1.329 17.146 -0.21 0.11 0.35 0.000
H -4.297 2.142 15.932 0.32 0.63 0.31 0.000
H -5.118 4.389 16.787 0.13 0.15 0.20 -0.001
H -6.518 2.863 19.009 0.24 -0.07 0.59 0.000
H -7.261 3.841 17.850 -0.23 1.01 0.03 0.000
H -6.646 6.139 20.744 -0.25 0.71 -0.32 0.000
H -7.570 4.734 20.643 -0.69 -0.11 -0.30 0.000
H -7.776 5.949 19.273 -0.27 0.22 0.47 0.000
H -3.894 2.697 18.823 -0.08 -0.19 0.13 0.000
H -4.070 4.316 18.789 1.01 0.09 0.73 -0.002
C -3.422 9.756 19.702 -0.74 0.13 0.55 -0.009
C -4.595 8.761 19.925 0.59 0.43 0.08 -0.041
C -5.867 9.086 19.107 -0.80 0.05 -0.47 0.026
O -6.507 10.259 19.547 0.30 0.59 0.93 0.001
C -7.749 10.593 18.952 -0.29 1.06 0.16 -0.001
N -4.126 7.360 19.723 -0.32 1.10 0.09 0.145
H -2.765 9.785 20.571 0.19 -0.32 0.10 -0.004
H -3.833 10.766 19.709 -0.09 0.06 -0.32 0.000
H -2.802 9.627 18.815 -0.40 -0.30 -0.12 0.004
H -4.854 8.847 20.980 -0.31 0.09 0.14 0.008
H -6.616 8.300 19.205 0.20 -0.66 0.02 -0.001
H -5.705 9.250 18.042 0.65 -0.47 -0.33 -0.002
H -7.706 10.712 17.869 0.25 -0.41 -0.18 0.001
H -8.016 11.575 19.341 0.36 0.17 0.03 0.001
H -8.630 10.023 19.245 0.37 -0.93 0.04 0.000
H -3.828 7.326 18.759 0.58 -0.55 -0.51 -0.009
H -4.917 6.733 19.749 -0.27 -0.35 0.03 0.000
C -3.785 11.926 15.101 0.10 -0.09 -0.72 0.000
C -5.151 11.224 15.140 1.38 0.27 0.66 -0.001
C -6.295 12.090 15.608 -1.03 -0.44 -0.56 0.000
O -7.482 11.283 15.366 -0.28 0.91 0.67 0.000
C -8.740 11.979 15.590 1.08 -0.63 -0.22 0.000
N -5.415 10.644 13.843 -0.26 0.26 -0.06 0.000
H -3.754 12.590 14.237 -0.28 0.45 0.05 0.000
H -3.006 11.219 14.820 -0.02 -0.31 0.39 0.000
H -3.444 12.494 15.967 -0.37 -0.16 0.16 0.000
H -5.089 10.372 15.817 0.04 -0.07 0.43 0.000
H -6.368 12.997 15.007 0.07 0.25 -0.06 0.000
H -6.210 12.358 16.661 -0.05 0.02 0.18 0.000
H -8.613 12.661 16.430 -0.33 -0.03 0.12 0.000
H -9.475 11.195 15.772 -0.02 0.18 0.24 0.000
H -9.063 12.532 14.708 0.21 0.12 -0.09 0.000
H -6.405 10.463 13.929 -0.44 -0.46 -0.67 0.000
H -5.347 11.381 13.155 0.14 0.11 -0.40 0.000
C 0.161 11.605 22.109 -1.24 0.12 0.07 0.001
C 0.802 11.870 20.756 -0.10 -0.27 -0.21 -0.003
C 0.277 13.093 19.956 -0.97 -0.85 -0.29 0.000
O -1.059 12.971 19.438 0.01 0.13 1.11 0.000
C -1.301 12.074 18.380 -0.34 0.54 0.32 -0.001
N 2.221 12.081 20.935 0.77 0.27 0.50 0.000
H 0.472 10.666 22.568 0.66 0.06 -0.04 0.000
H -0.921 11.473 22.101 -0.30 0.31 -0.39 0.000
H 0.347 12.435 22.790 0.15 -0.03 0.12 0.000
H 0.748 10.945 20.182 -0.44 -0.02 -0.47 0.002
H 0.907 13.349 19.104 0.55 -0.24 0.14 0.000
H 0.261 13.941 20.640 -0.12 0.13 -0.07 0.000
H -0.726 12.354 17.497 0.25 -0.41 -0.11 0.000
H -2.358 12.193 18.140 -0.03 0.19 -0.11 0.000
H -1.220 11.029 18.677 0.60 -0.06 -0.12 0.000
H 2.308 12.805 21.634 0.18 0.90 -0.14 0.000
H 2.581 11.330 21.507 0.23 -0.71 -0.28 0.000
C 2.746 10.297 15.549 -0.67 -0.01 -1.17 0.000
C 1.909 10.682 16.770 -1.03 -0.78 -0.67 0.000
C 0.751 9.650 17.026 0.67 0.26 -1.77 0.000
O -0.187 9.777 15.918 0.67 0.23 1.57 0.000
C -1.276 8.911 16.066 0.52 -0.70 0.07 0.001
N 2.793 10.769 17.865 0.40 -0.34 2.00 0.000
H 2.090 10.099 14.701 -0.09 0.00 -0.10 0.000
H 3.343 9.393 15.665 -0.22 -0.23 0.62 0.000
H 3.480 11.019 15.191 -0.25 0.48 0.48 0.000
H 1.408 11.650 16.734 0.11 0.14 -0.83 0.000
H 0.326 9.680 18.029 -0.64 0.96 0.06 0.000
H 1.166 8.643 17.081 0.31 -0.48 -0.69 0.000
H -0.911 7.885 16.107 0.03 -0.44 -0.31 0.000
H -1.942 9.015 15.209 -0.12 0.12 0.29 0.000
H -1.759 9.016 17.038 -0.51 0.48 -0.01 0.000
H 2.914 9.824 18.201 0.79 -0.49 0.02 0.000
H 2.289 11.160 18.648 0.20 0.69 0.35 0.000
C -5.936 5.684 14.438 -1.36 0.84 0.35 0.000
C -6.226 7.231 14.502 1.10 -2.28 -1.77 0.000
C -7.005 7.657 15.680 -1.22 0.88 0.67 -0.001
O -8.374 7.255 15.485 -0.52 0.45 1.35 0.000
C -9.353 7.804 16.432 1.07 0.53 -0.63 0.000
N -4.911 7.797 14.490 1.07 0.79 1.05 0.000
H -5.842 5.314 13.418 0.04 0.08 0.05 0.000
H -6.777 5.190 14.925 0.05 -0.40 -0.13 0.000
H -5.021 5.476 14.993 -0.10 -0.11 -0.15 0.000
H -6.735 7.534 13.587 -0.63 -0.10 0.04 0.000
H -6.926 8.739 15.784 -0.36 0.51 -0.34 0.000
H -6.540 7.351 16.617 -0.16 -0.94 0.34 0.001
H -9.226 8.879 16.560 0.45 0.29 -0.22 0.000
H -9.285 7.416 17.449 0.14 -0.60 -0.08 0.000
H -10.373 7.728 16.057 0.28 -0.69 -0.26 0.000
H -4.964 8.804 14.444 0.15 0.27 -0.26 0.000
H -4.411 7.525 13.655 0.01 -0.16 -0.09 0.000
C 0.240 6.700 22.004 0.42 0.30 -0.08 0.012
C -0.907 7.165 21.084 0.93 0.41 1.94 -0.042
C -0.814 6.295 19.762 -0.64 -1.10 -0.32 0.142
O 0.322 6.615 19.011 -0.53 2.07 1.44 0.039
C 0.839 5.616 18.195 -0.43 -2.02 0.19 0.003
N -2.158 7.137 21.873 2.40 -1.55 -2.41 0.685
H 0.180 5.649 22.288 -0.22 -0.09 -0.15 -0.001
H 0.346 7.280 22.921 -0.37 0.16 -0.01 0.001
H 1.187 6.846 21.484 -0.08 -0.13 -0.17 -0.002
H -0.698 8.198 20.808 -0.36 0.26 -0.38 0.048
H -1.746 6.309 19.196 -0.15 0.86 -0.27 -0.020
H -0.810 5.267 20.125 0.52 -0.41 0.04 0.001
H 0.257 5.538 17.277 0.14 0.02 -0.18 0.003
H 0.713 4.695 18.765 -0.02 -0.57 -0.31 0.001
H 1.910 5.645 17.994 -0.13 0.94 0.09 0.000
H -2.976 7.231 21.288 -1.57 0.98 -0.82 -0.026
H -2.202 6.298 22.433 -0.18 -0.27 0.74 -0.010
C -6.651 10.329 24.702 0.53 -0.10 1.17 0.000
C -6.086 9.900 23.399 -1.04 0.54 -1.29 0.000
O -7.095 10.195 22.376 1.08 -0.58 0.83 0.000
H -7.333 9.597 25.135 -0.20 0.10 -0.21 0.000
H -7.115 11.315 24.686 0.03 -0.10 -0.22 0.000
H -5.794 10.372 25.373 -0.07 0.14 0.41 0.000
H -5.822 8.843 23.429 -0.21 -0.35 -0.14 0.000
H -5.151 10.415 23.179 -0.02 0.32 -0.09 0.000
H -6.620 10.294 21.548 -0.18 0.06 -0.50 0.000

5.
14
Properties=species:S:1:pos:R:3:forces:R:3:nbo_charge:R:1 method="wB97M-V/def2-TZVPD" e_homo_ev=-8.60 lumo_energy_ev=0.65 homo_lumo_gap_ev=9.25 spin_multiplicity=1 relative_energy_kj_mol=484.5 molar_mass_g_mol=84.1
C 1.268 -1.325 0.762 -0.03 0.03 -0.02 -0.600
C 0.836 0.119 1.062 -0.07 -0.02 -0.06 -0.478
C 0.165 0.804 -0.074 -0.01 0.02 0.03 0.201
C 0.114 1.805 -0.896 -0.15 -0.42 0.17 -0.301
C -1.077 1.456 -1.588 -0.17 -0.28 0.09 -0.038
O -1.308 -0.050 -0.546 0.60 0.37 -0.50 -0.759
H 1.931 -1.365 -0.112 -0.14 0.02 0.19 0.210
H 1.802 -1.754 1.620 -0.13 0.11 -0.20 0.217
H 0.393 -1.960 0.566 0.19 0.14 0.04 0.203
H 0.181 0.135 1.945 0.11 0.02 -0.21 0.222
H 1.713 0.738 1.302 -0.22 -0.11 -0.10 0.246
H -1.029 1.054 -2.608 0.00 0.06 0.33 0.197
H -2.008 1.992 -1.380 0.22 -0.19 0.00 0.208
H -1.011 -0.806 -1.087 -0.20 0.24 0.22 0.472